The following is a quantum chemistry calculation of a single C6H16N2 molecule in a non-equilibrium geometry, from OMol25.

The geometry in XYZ format:
```
24
Properties=species:S:1:pos:R:3
N 0.1308 -1.0709 0.1294
N 2.7448 2.1047 -0.5251
C 1.9592 -0.2352 -1.2327
C 0.5196 -0.8243 -1.2605
C -1.8819 -0.0002 1.1311
C -1.2236 -1.2790 0.5748
C -3.1376 -0.2913 1.9380
C 2.1446 1.2562 -1.5825
H -0.1624 -0.1277 -1.7651
H 2.5018 -0.7631 -2.0203
H 2.2079 2.9077 -0.2766
H 2.8826 1.3997 -2.3844
H 2.3786 -0.4126 -0.2445
H -3.3182 0.5786 2.5907
H 0.5479 -1.8044 -1.7432
H -3.0102 -1.1128 2.6389
H -1.8833 -1.8050 -0.1085
H -2.0168 0.7798 0.3799
H -1.1639 0.4537 1.8298
H 0.6768 -0.6074 0.8294
H -4.0677 -0.4784 1.3951
H -1.2685 -2.0202 1.3949
H 3.2203 1.6353 0.2322
H 1.2195 1.7167 -1.9208
```

The HOMO-LUMO gap is 9.35 eV. Its lowest unoccupied orbital energy is 1.17 eV. The value obtained for the energy above the lowest of the compared OMol25 structures with the same formula, charge and spin is 145.2 kJ/mol. Its SMILES is CCCNCCCN.

The following is a quantum chemistry calculation of a molecular structure, C14H17N3Sn in a non-equilibrium geometry, from OMol25.

The geometry in XYZ format:
```
35
Properties=species:S:1:pos:R:3
Sn 0.1242 0.0131 -0.2884
N -1.2597 2.4337 2.5407
N -0.9503 -1.4522 -1.6301
N 1.5009 -1.7692 -0.2638
C 1.1890 -2.6644 -1.2667
C 2.0403 -3.7629 -1.4371
C 2.6646 -1.7473 0.4755
C -1.7905 -2.9684 -3.6421
C -2.0894 -1.0199 -2.2805
C -2.5618 -1.8459 -3.2951
C 0.9350 1.0557 1.7386
C -0.5292 1.8304 1.7563
C -0.5608 -3.2988 -3.0598
C -1.5475 1.5968 0.2717
C 3.5233 -2.8341 0.3188
C 3.1779 -3.8207 -0.6238
C -0.1011 -2.4619 -2.0359
C 0.9894 1.4185 -1.6199
H 0.1215 1.5989 -2.2580
H -2.2404 0.8138 -0.0082
H -2.2931 1.9241 1.2211
H -2.5794 -0.0818 -1.9170
H 0.1094 -4.1434 -3.2666
H -3.5210 -1.5797 -3.7477
H 3.8102 -4.6859 -0.7623
H 2.8233 -0.8945 1.1786
H 4.4132 -2.8730 0.9514
H -1.5623 2.3380 -0.5398
H 1.7296 1.1783 0.9664
H -2.1348 -3.6389 -4.4141
H 1.3699 0.3871 2.5306
H 1.2516 2.2253 -0.9266
H 1.8024 0.8382 -2.0509
H 1.2524 2.1129 1.9609
H 1.6821 -4.4849 -2.1850
```

As for the charge: +2. The HOMO-LUMO gap (spin up / spin down) is 4.92 / 4.92 eV. Its lowest unoccupied orbital energy (spin up / spin down) is -9.09 / -9.09 eV. The value obtained for the energy above the lowest of the compared OMol25 structures with the same formula, charge and spin is 629.2 kJ/mol.

The following is a quantum chemistry calculation of a molecular structure, C27H51LuN2OP3Se in a non-equilibrium geometry, from OMol25.

The geometry in XYZ format:
```
86
Properties=species:S:1:pos:R:3
Lu 0.1490 -1.5638 -0.5315
Se 1.1535 -3.7210 -1.5969
P -0.0589 1.3530 -1.1935
P 0.1878 -1.4127 -3.4270
P -2.5579 -2.1424 -0.2710
O -2.9054 1.5914 2.2971
N 0.6066 -0.3376 1.4643
N -1.9557 3.0710 3.8050
C -3.7088 4.6234 2.8561
C 0.2840 -2.8766 -4.5496
C 4.7220 0.4153 -1.1035
C -0.8113 4.0050 3.7661
C -0.6996 1.1003 2.9556
C -0.5445 0.3067 1.8185
C 5.3491 -5.2732 -0.1604
C 2.8106 -4.3423 -0.9325
C 3.8418 -3.4272 -0.6619
C 0.3296 1.1389 3.8953
C -3.4357 -1.7319 -1.8041
C 3.0340 -5.7344 -0.7369
C 4.3122 -6.2055 -0.3708
C -1.0202 -0.4787 -4.4518
C -2.7137 -3.9442 -0.2095
C 4.0163 1.5465 -1.2720
C 0.6041 2.2747 -2.6297
C -1.8681 1.6932 -1.3107
C 1.5435 0.5488 3.5175
C -3.6751 -1.4994 1.0308
C -1.9361 1.9527 2.9892
C 5.1023 -3.8937 -0.2872
C -3.2654 3.7307 3.9874
C 1.7867 -0.6439 -3.9182
C 0.3714 2.6004 0.0823
C -0.8385 5.0032 4.9150
C 1.6776 -0.1235 2.2942
H -1.4028 -1.5583 0.6741
H 3.4542 1.9978 -0.4357
H -1.3905 0.2346 1.1282
H -0.9266 0.6015 -4.3336
H 2.1750 -1.1898 -4.7855
H -2.1822 -4.3804 0.6436
H -3.5568 -0.6482 -1.9383
H 5.2527 -0.0683 -1.9397
H 2.4333 0.6581 4.1330
H -3.4655 -2.0579 1.9537
H 2.6395 -0.4622 1.9113
H 0.3482 3.3310 -2.4814
H 0.4597 3.5766 -0.4097
H 2.1992 -6.4368 -0.8834
H 4.4742 -7.2904 -0.2684
H -1.5764 5.8005 4.7608
H 4.7801 -0.0953 -0.1389
H 3.6048 -2.3665 -0.7500
H 1.6939 2.1610 -2.6406
H 0.1795 1.6321 4.8621
H -2.9269 -2.1511 -2.6886
H -3.4721 -0.4326 1.2258
H -3.7871 -4.1633 -0.1275
H -3.8258 4.0449 1.9327
H -2.3048 1.7666 -0.3041
H -4.6850 5.0617 3.0947
H 0.1257 3.4410 3.8110
H 1.6555 0.4070 -4.1888
H 3.9263 2.0425 -2.2446
H -0.4018 2.6511 0.8589
H -3.0072 5.4492 2.6797
H 0.1820 1.9260 -3.5751
H 0.5300 -2.5289 -5.5582
H -2.3209 -4.3889 -1.1332
H 6.3419 -5.6374 0.0842
H -4.4318 -2.2050 -1.6876
H -2.3709 0.8929 -1.8695
H -1.9933 2.6455 -1.8446
H 0.1485 5.4749 4.9827
H 2.5305 -0.7064 -3.1152
H -4.7083 -1.6442 0.6928
H -0.7995 4.5558 2.8065
H -1.0350 4.5145 5.8772
H -0.6715 -3.4059 -4.5937
H -0.8526 -0.7379 -5.5045
H -3.1637 4.3149 4.8992
H 5.8953 -3.1745 -0.1117
H 1.0583 -3.5866 -4.2302
H -2.0420 -0.7712 -4.1876
H -4.0023 2.9439 4.1448
H 1.3280 2.3592 0.5578
```

As for the charge: +3. The HOMO-LUMO gap (spin up / spin down) is 6.36 / 4.45 eV. Its lowest unoccupied orbital energy (spin up / spin down) is -9.76 / -11.55 eV. The value obtained for the energy above the lowest of the compared OMol25 structures with the same formula, charge and spin is 139.3 kJ/mol.

The following is a quantum chemistry calculation of 4 unconnected molecules or ions with the total composition C8H12N4 in a non-equilibrium geometry, from OMol25.

The geometry in XYZ format:
```
24
Properties=species:S:1:pos:R:3
N 4.4856 -0.4702 1.0115
N -1.0383 -1.5819 0.1883
N -0.3129 3.5546 2.8261
N -1.2166 2.0861 -1.5642
C 1.2000 0.9695 -1.7246
C -0.7031 2.6423 2.2631
C 3.4415 -0.7970 1.2090
C -2.6960 -2.1780 -1.7918
C -1.7738 -1.8399 -0.6616
C -1.1198 1.4440 1.5597
C 2.0291 -1.0920 1.4675
C -0.1916 1.5468 -1.6523
H 1.9626 1.4761 -1.1331
H 1.6399 1.0728 -2.7165
H 1.9228 -1.9824 0.8479
H -0.2576 1.1273 0.9728
H 1.8984 -1.3187 2.5256
H 1.5221 -0.2219 1.0503
H -3.5845 -1.5586 -1.6690
H -1.5197 0.6203 2.1509
H 1.1742 -0.1007 -1.5192
H -2.1968 -1.7616 -2.6668
H -2.7438 -3.2666 -1.8187
H -1.9216 1.6298 0.8451
```

As for the charge: -1. The HOMO-LUMO gap (spin up / spin down) is 2.63 / 11.78 eV. Its lowest unoccupied orbital energy (spin up / spin down) is 3.21 / 3.10 eV. As for the spin multiplicity: 2. The value obtained for the energy above the lowest of the compared OMol25 structures with the same formula, charge and spin is 135.2 kJ/mol.

The following is a quantum chemistry calculation of a molecular structure, C5H10N2O4Pd, from OMol25.

The geometry in XYZ format:
```
22
Properties=species:S:1:pos:R:3
Pd -0.0186 -0.6040 -0.6400
O 3.0634 -2.1099 1.9566
O 0.0674 -2.7507 0.3358
O 1.8601 -0.5446 0.9218
O 0.6261 -3.4383 2.3845
N -0.7945 0.8799 1.6588
N -2.4995 0.6872 -0.7632
C 0.7997 -2.7261 1.3753
C 2.0102 -1.7050 1.4310
C -2.2548 2.6701 0.7638
C -2.2458 2.1300 -0.6714
C -0.9931 2.3131 1.5727
H 0.0154 0.5600 1.0907
H -1.0880 2.7618 2.5704
H -3.0346 2.6523 -1.2367
H -0.1404 2.8056 1.0866
H -2.3453 3.7637 0.7212
H -1.2926 2.4064 -1.1366
H -0.6176 0.5439 2.5957
H -3.1368 2.2798 1.2833
H -1.7740 0.2190 -1.3428
H -2.3544 0.2755 0.1515
```

As for the charge: -2. The HOMO-LUMO gap is 4.80 eV. Its lowest unoccupied orbital energy is 5.59 eV.